# C33H20Cl2N3O2Ti

A structure of composition C33H20Cl2N3O2Ti at a distorted geometry (wB97M-V/def2-TZVPD, the OMol25 dataset).

Each line ends with the natural charge from an NBO analysis.
CARTESIAN COORDINATES (ANGSTROEM)
Ti  0.16273  0.19735  0.59893  1.35
C  0.19440  -0.99757  4.75090  -0.26
C  0.69763  -0.41133  3.60238  0.05
N  -0.08400  0.20706  2.70489  -0.46
C  -1.43010  0.23786  2.93245  0.21
C  -2.02440  -0.29499  4.10327  -0.09
C  -1.16439  -0.94668  5.01665  -0.16
C  -3.41202  -0.13374  4.28563  -0.27
C  -4.14955  0.57408  3.35394  -0.17
C  -3.58046  1.09684  2.19610  -0.29
C  -2.22142  0.88906  1.93252  0.19
N  -1.47387  1.26604  0.86257  -0.64
C  -1.63857  2.33302  0.01656  0.21
C  -2.79967  2.89782  -0.51413  -0.27
C  -2.71462  4.03378  -1.31504  -0.19
C  -1.50665  4.64685  -1.59148  -0.24
C  -0.30762  4.10463  -1.08616  -0.10
C  0.97939  4.65611  -1.28348  -0.14
C  2.07781  4.03649  -0.70384  -0.26
C  1.91352  2.86674  0.01692  0.08
N  0.71505  2.28921  0.19964  -0.45
C  -0.38076  2.91482  -0.32035  0.22
H  0.87089  -1.48630  5.43978  0.22
H  1.75943  -0.42314  3.38707  0.21
H  -1.57668  -1.38584  5.91651  0.21
H  -3.88589  -0.54718  5.16789  0.20
H  -5.21002  0.72380  3.52157  0.20
H  -4.19734  1.63680  1.49472  0.21
H  -3.76208  2.44226  -0.33117  0.21
H  -3.62657  4.44651  -1.73158  0.20
H  -1.46812  5.54207  -2.20099  0.20
H  1.08987  5.56154  -1.86810  0.21
H  3.07235  4.44583  -0.82608  0.21
H  2.76167  2.36667  0.46224  0.22
Cl  5.67762  -4.45863  -0.19635  -0.05
C  4.52824  -3.14968  -0.12210  -0.05
C  4.89793  -1.91302  -0.64646  -0.32
C  3.99612  -0.86731  -0.55112  -0.08
Cl  4.43485  0.68162  -1.19811  -0.03
C  2.73764  -0.99529  0.05176  0.30
O  1.94860  0.04727  0.20469  -0.71
C  2.36048  -2.30131  0.50808  -0.15
C  1.05276  -2.52634  0.98681  0.20
O  0.12179  -1.64098  1.01785  -0.69
C  3.29538  -3.35739  0.43435  -0.26
H  5.85921  -1.77116  -1.11636  0.22
H  0.78974  -3.53164  1.31927  0.14
H  3.01360  -4.33452  0.80557  0.21
C  -0.79481  -0.47022  -1.13415  -0.30
C  -1.79056  -1.18165  -1.09670  -0.19
C  -2.91996  -2.03817  -0.90699  -0.01
C  -3.64250  -2.63132  -1.94290  -0.23
C  -4.72350  -3.45436  -1.66628  -0.22
C  -5.10714  -3.70494  -0.35710  -0.25
C  -4.39140  -3.12709  0.68490  -0.21
C  -3.31018  -2.30913  0.41616  -0.21
H  -3.35656  -2.43983  -2.96929  0.21
H  -5.27265  -3.90838  -2.48253  0.20
H  -5.95614  -4.34453  -0.14948  0.20
H  -4.67592  -3.31111  1.71392  0.20
H  -2.74429  -1.86646  1.22244  0.22

Summary:
Expectation value of S²: 2.056
Energy above the lowest of the compared OMol25 structures with the same formula, charge and spin in kcal/mol: 39.93
Gap between HOMO and LUMO (alpha / beta) in eV: 4.13 / 6.69
Charge: -1
Multiplicity: 3

=====

# C33H21Br4N3O4SSn

A structure of composition C33H21Br4N3O4SSn at a distorted geometry (wB97M-V/def2-TZVPD, the OMol25 dataset).

Each line ends with the natural charge from an NBO analysis.
CARTESIAN COORDINATES (ANGSTROEM)
Sn  6.98457  14.84604  13.78865  1.72
O  8.33014  12.74642  14.82562  -0.97
S  8.66000  12.12558  13.54878  2.31
O  10.04240  11.73269  13.31931  -0.95
N  8.08645  13.16966  12.45141  -0.97
C  7.90006  12.75992  11.13777  0.14
C  8.43594  11.66361  10.54780  -0.26
C  8.06070  11.34109  9.22442  -0.20
C  7.22224  12.09523  8.49470  -0.17
C  6.72870  13.32134  9.04926  -0.10
C  5.90278  14.23487  8.31372  -0.13
C  5.56481  15.42188  8.90011  -0.26
C  6.01005  15.65103  10.22609  0.07
N  6.65808  14.78784  10.93302  -0.45
C  7.10161  13.65580  10.35110  0.19
C  7.68197  10.62024  13.48158  -0.32
C  8.25691  9.44268  13.02669  -0.19
C  7.46348  8.33878  12.85658  -0.20
C  6.10267  8.41844  13.10307  -0.19
C  5.52831  9.60511  13.56969  -0.21
C  6.33258  10.72705  13.75807  -0.17
H  9.14693  11.01051  11.04919  0.23
H  8.54187  10.49660  8.75817  0.21
H  6.95316  11.84040  7.47430  0.20
H  5.66893  13.97711  7.29435  0.22
H  5.01651  16.18577  8.35544  0.22
H  5.71355  16.57543  10.71217  0.20
H  9.29851  9.45478  12.76004  0.24
H  8.00779  7.43770  12.50995  0.22
H  5.50282  7.54867  12.87544  0.22
H  4.46476  9.64387  13.67390  0.22
H  5.90877  11.69827  13.99671  0.23
Br  7.43794  16.87293  20.63633  0.16
C  6.91892  16.87059  18.84800  -0.12
C  6.07227  17.89513  18.30765  -0.13
Br  5.86325  19.47709  19.36662  0.11
C  5.54938  17.75302  17.05098  -0.17
Br  4.37734  19.04359  16.35255  0.12
C  5.87640  16.61356  16.24452  0.31
O  5.32017  16.37059  15.12619  -0.59
C  6.90162  15.71684  16.71798  0.39
O  7.33925  14.83372  15.91623  -0.73
C  7.30634  15.80141  18.05371  -0.22
Br  8.48786  14.43890  18.65044  0.11
N  9.46724  15.29400  14.32940  -0.86
C  10.20144  15.46110  13.14708  0.15
C  11.22145  14.61442  12.78661  -0.23
C  11.97753  14.83898  11.62855  -0.19
C  11.71584  15.93302  10.84937  -0.25
C  10.66252  16.76722  11.19391  -0.13
C  9.87346  16.55893  12.32225  -0.10
C  8.67104  17.42093  12.59110  -0.12
C  8.80650  18.77775  12.29857  -0.14
C  7.79350  19.70969  12.43186  -0.23
C  6.55552  19.23672  12.77258  -0.21
C  6.36471  17.89105  13.06568  -0.25
C  7.43218  16.97664  13.10783  -0.36
H  9.77429  14.50494  14.92154  0.43
H  9.36645  16.13407  14.91230  0.40
H  11.47484  13.80950  13.44893  0.23
H  12.72274  14.11886  11.35734  0.22
H  12.30529  16.11202  9.94468  0.22
H  10.43134  17.60891  10.52176  0.20
H  9.74943  19.13317  11.88899  0.20
H  7.93428  20.77742  12.25522  0.22
H  5.71726  19.93511  12.86514  0.22
H  5.40125  17.56289  13.40542  0.24

Summary:
Energy above the lowest of the compared OMol25 structures with the same formula, charge and spin in kcal/mol: 25.58
Gap between HOMO and LUMO (alpha / beta) in eV: 5.69 / 6.13
Charge: 0

=====

# C33H21F15GeN4ORhS

A structure of composition C33H21F15GeN4ORhS at a distorted geometry (wB97M-V/def2-TZVPD, the OMol25 dataset).

Each line ends with the Löwdin charge.
CARTESIAN COORDINATES (ANGSTROEM)
Rh  -0.91520  0.54925  1.11585  0.92
N  -2.50924  -0.19519  -0.03245  -0.10
C  -3.59184  -1.03208  0.52425  -0.22
C  -3.35780  -1.90895  1.75287  -0.18
C  -2.65375  -1.27602  2.96639  -0.20
N  -1.27391  -0.82953  2.67456  -0.04
H  -2.90194  0.57369  -0.56551  0.11
H  -2.02055  -0.71017  -0.77283  0.06
H  -3.86668  -1.84553  -0.24883  0.15
H  -4.45125  -0.36086  0.70216  0.11
H  -2.82663  -2.78970  1.35407  0.11
H  -4.34043  -2.30061  1.99209  0.12
H  -2.63590  -1.97014  3.85157  0.14
H  -3.22901  -0.36742  3.33857  0.13
H  -0.82307  -1.60821  2.25519  0.05
H  -0.78545  -0.49190  3.50227  0.12
F  1.44663  0.82272  -4.50441  0.09
C  0.73271  -0.32958  -4.60541  -0.21
C  0.47739  -1.09230  -3.46763  -0.15
C  -0.38542  -2.17584  -3.65677  -0.20
F  -0.87062  -2.85689  -2.59363  0.07
C  -0.75486  -2.70636  -4.90479  -0.12
F  -1.46070  -3.84836  -4.94879  0.14
C  -0.38937  -1.95756  -5.98875  -0.10
F  -0.53892  -2.38783  -7.25265  0.14
C  0.40836  -0.80165  -5.86783  -0.11
F  0.80986  -0.23096  -7.01012  0.14
Ge  1.53499  -0.77465  -1.79054  0.87
S  0.38725  0.92259  -0.83952  0.56
C  1.84328  -2.18458  -0.41954  -0.14
C  0.74618  -2.70653  0.29501  -0.23
F  -0.50568  -2.18790  0.11532  0.00
C  0.91347  -3.67922  1.23931  -0.11
F  -0.15010  -4.13563  1.93791  0.11
C  2.22110  -4.09350  1.62258  -0.10
F  2.37317  -4.85842  2.69668  0.16
C  3.30029  -3.60282  0.90008  -0.11
F  4.51709  -3.94347  1.33681  0.14
C  3.10273  -2.66056  -0.12450  -0.16
F  4.22016  -2.24641  -0.82810  0.09
C  3.35524  -0.34654  -2.61463  -0.12
C  4.23601  0.62042  -2.06194  -0.20
F  3.79571  1.18396  -0.90817  0.06
C  5.50660  0.93182  -2.51116  -0.13
F  6.23321  1.85849  -1.86851  0.14
C  6.03797  0.19497  -3.54816  -0.11
F  7.19389  0.55712  -4.10671  0.16
C  5.32369  -0.91448  -3.98786  -0.11
F  5.85648  -1.74218  -4.91673  0.12
C  3.98648  -1.09812  -3.61126  -0.17
F  3.29763  -2.20103  -4.12706  0.05
C  2.82168  2.45898  3.72527  -0.06
C  3.06560  1.28188  2.96596  -0.06
C  2.01014  0.82498  2.13228  -0.17
C  0.71368  1.29457  2.21574  -0.29
C  0.48013  2.39927  3.11728  -0.13
C  1.51863  3.01974  3.75648  -0.09
H  3.63610  2.96954  4.31116  0.12
H  3.94382  0.64660  3.00951  0.10
H  2.17741  0.01717  1.42156  0.06
H  -0.53046  2.77437  3.29379  0.09
H  1.44879  3.97533  4.27975  0.11
N  -5.88813  2.34351  3.05336  0.14
C  -5.51074  3.36889  2.24331  -0.49
O  -6.25340  4.34659  2.08691  0.06
C  -4.16231  3.31548  1.58183  -0.14
C  -3.67841  4.55984  1.02107  -0.04
C  -2.35540  4.55047  0.64869  -0.05
C  -1.56834  3.33205  0.80705  -0.23
N  -2.11332  2.21185  1.20540  -0.18
C  -3.41885  2.18340  1.63109  -0.10
H  -6.81519  2.53647  3.38707  0.11
H  -5.75053  1.41052  2.68032  0.09
H  -4.29862  5.44681  1.11253  0.11
H  -1.87250  5.41357  0.17723  0.11
H  -0.45563  3.33600  0.66634  0.08
H  -3.76338  1.21677  1.98025  0.07

Summary:
Expectation value of S²: 6.038
Energy above the lowest of the compared OMol25 structures with the same formula, charge and spin in kcal/mol: 38.00
Gap between HOMO and LUMO (alpha / beta) in eV: 3.82 / 4.99
Charge: +1
Multiplicity: 5

=====

Asked for calculated total energy across the records above, the calculation gives -3354.24060, -12643.87414, -5647.52566 Eh in order.